Record 1
Formula: C15H30N2O4
Source: the OMol25 dataset
Level of theory: the ωB97M-V functional and the def2-TZVPD basis

Output
multiplicity: 1
frontier orbital gap: 9.928 eV
M: 302.41 g mol⁻¹
SMILES: CCCCOCCCNC(=O)N[C@H](C(=O)OC)[C@@H](C)CC
LUMO energy: 0.69 eV

XYZ file:
```
51
Properties=species:S:1:pos:R:3:forces:R:3:lowdin_charge:R:1
C 2.415 2.546 4.194 0.0 0.0 -0.2 -0.109
C 2.984 1.873 2.950 0.1 -0.1 0.2 -0.259
C 3.449 0.438 3.204 -0.4 0.0 -0.2 -0.180
C 2.292 -0.544 3.353 0.3 0.0 0.1 -0.228
O 1.636 -0.659 2.106 0.1 0.3 -0.1 -0.164
C 0.521 -1.522 2.108 -0.4 -0.2 0.1 -0.214
C -0.731 -0.935 2.778 0.4 0.2 -0.2 -0.141
H -0.651 -0.988 3.865 -0.1 0.0 0.1 0.106
H -1.585 -1.539 2.470 0.0 -0.1 0.0 0.113
C -0.969 0.527 2.365 -0.1 -0.3 0.2 -0.175
N -0.755 0.751 0.953 0.2 0.0 0.0 0.067
C -1.671 0.274 0.054 0.3 0.5 -0.2 -0.552
O -2.796 -0.064 0.357 -0.4 -0.3 0.2 0.071
N -1.233 0.311 -1.249 0.0 0.1 -0.3 0.117
H -0.246 0.424 -1.412 0.0 0.0 0.1 0.139
C -1.975 -0.391 -2.264 -0.2 0.0 -0.1 -0.199
C -1.386 -1.761 -2.571 -0.1 0.0 0.1 -0.466
O -1.740 -2.476 -3.469 0.0 0.0 0.0 0.124
O -0.429 -2.098 -1.690 0.0 0.2 0.2 -0.056
C 0.146 -3.386 -1.857 0.0 -0.3 -0.2 -0.039
H 0.972 -3.446 -1.153 0.0 0.0 0.0 0.091
H 0.501 -3.510 -2.882 0.0 0.0 0.1 0.098
H -0.595 -4.159 -1.646 0.1 0.0 0.0 0.101
H -2.961 -0.589 -1.815 0.2 0.0 -0.1 0.162
C -2.192 0.437 -3.547 0.0 0.2 0.1 -0.326
C -3.240 1.515 -3.281 0.1 -0.2 -0.1 -0.058
H -2.914 2.159 -2.468 0.0 0.1 0.1 0.082
H -3.393 2.125 -4.168 0.0 0.1 -0.1 0.077
H -4.189 1.067 -3.002 -0.1 0.0 0.0 0.082
C -0.900 1.080 -4.065 -0.1 -0.3 -0.1 -0.222
C 0.191 0.079 -4.424 -0.1 0.2 -0.1 -0.086
H -0.194 -0.672 -5.110 0.0 -0.1 0.0 0.083
H 1.025 0.588 -4.903 0.1 0.0 0.0 0.074
H 0.573 -0.431 -3.542 0.1 -0.1 0.1 0.063
H -1.153 1.652 -4.960 0.0 0.1 0.1 0.113
H -0.527 1.789 -3.322 0.0 0.1 0.0 0.109
H -2.567 -0.258 -4.305 0.0 0.0 0.1 0.143
H 0.217 0.741 0.681 -0.1 0.0 -0.1 0.124
H -0.293 1.192 2.905 -0.1 0.0 0.0 0.107
H -2.001 0.802 2.592 0.2 0.1 0.1 0.122
H 0.780 -2.478 2.586 0.0 0.1 -0.1 0.124
H 0.310 -1.714 1.052 0.0 -0.1 0.1 0.111
H 2.674 -1.532 3.658 -0.1 0.1 0.0 0.127
H 1.595 -0.201 4.128 0.0 0.0 0.0 0.114
H 4.061 0.106 2.364 0.1 -0.1 0.0 0.113
H 4.059 0.401 4.109 0.1 0.0 0.0 0.114
H 3.834 2.458 2.593 0.0 0.0 -0.1 0.105
H 2.232 1.862 2.159 0.0 0.1 -0.1 0.094
H 1.543 2.015 4.569 -0.1 0.0 0.1 0.057
H 2.116 3.567 3.967 -0.1 0.1 0.1 0.071
H 3.161 2.576 4.985 0.0 0.0 0.1 0.073
```
Forces are in eV/Å.


Record 2
Formula: C46H62ClIrN8O3P2
Source: the OMol25 dataset
Level of theory: the ωB97M-V functional and the def2-TZVPD basis

Output
multiplicity: 1
frontier orbital gap: 7.277 eV
M: 1064.67 g mol⁻¹
LUMO energy: -4.94 eV
net charge: +2

XYZ file:
```
123
Properties=species:S:1:pos:R:3:forces:R:3:lowdin_charge:R:1
Ir 0.432 -0.347 0.432 -0.8 0.1 0.3 1.084
C 3.452 0.048 -1.246 0.0 0.0 0.0 -0.211
P 2.707 -0.390 0.342 0.0 -0.1 -0.1 0.756
C 3.523 -1.954 0.763 0.0 0.0 0.0 -0.208
C 3.303 0.765 1.606 0.0 0.0 0.0 -0.381
C 4.588 1.291 1.600 0.0 0.0 0.0 -0.053
C 4.984 2.147 2.617 0.0 0.0 0.0 -0.031
C 4.106 2.475 3.642 0.0 0.0 0.0 -0.036
C 2.823 1.947 3.657 0.0 0.0 0.0 -0.057
C 2.418 1.095 2.636 0.0 0.0 0.0 -0.371
P 0.780 0.331 2.556 0.4 0.2 0.1 0.777
C -0.464 1.572 2.981 0.0 0.0 0.0 -0.198
C 0.737 -0.799 3.972 0.0 0.0 0.0 -0.191
H 3.337 1.109 -1.448 0.0 0.0 0.0 0.042
H 2.960 -0.524 -2.034 0.0 0.0 0.0 0.062
H 4.510 -0.215 -1.238 0.0 0.0 0.0 0.060
H 3.223 -2.745 0.075 0.0 0.0 0.0 0.063
H 3.291 -2.254 1.783 0.0 0.0 0.0 0.041
H 4.601 -1.811 0.693 0.0 0.0 0.0 0.067
H 5.281 1.051 0.803 0.0 0.0 0.0 0.117
H 5.982 2.565 2.609 0.0 0.0 0.0 0.123
H 4.422 3.145 4.430 0.0 0.0 0.0 0.122
H 2.146 2.213 4.461 0.0 0.0 0.0 0.115
H -0.340 1.890 4.016 0.0 0.0 0.0 0.066
H -1.459 1.142 2.855 0.0 0.0 0.0 0.043
H -0.366 2.437 2.326 0.0 0.0 0.0 0.038
H 0.832 -0.179 4.865 0.0 0.0 0.0 0.070
H 1.584 -1.481 3.960 0.0 0.0 0.0 0.050
H -0.199 -1.356 4.029 0.0 0.0 0.0 0.047
C -0.359 6.089 0.630 0.0 0.0 0.0 -0.064
C -1.426 5.583 -0.334 0.0 0.0 0.0 -0.400
C -2.544 4.847 0.398 0.0 0.0 0.0 -0.075
C -0.828 4.733 -1.456 0.0 0.0 0.0 -0.076
N -0.127 3.546 -0.945 0.0 0.0 0.0 -0.056
C -0.615 2.367 -0.587 0.0 0.0 0.1 -0.073
N 0.397 1.650 -0.130 0.1 -0.1 -0.1 -0.135
N 1.503 2.419 -0.231 0.0 0.0 0.0 0.030
N 1.193 3.554 -0.714 0.0 0.0 0.0 0.126
H -0.800 6.777 1.350 0.0 0.0 0.0 0.090
H 0.443 6.614 0.110 0.0 0.0 0.0 0.088
H 0.090 5.268 1.196 0.0 0.0 0.0 0.068
H -1.863 6.442 -0.851 0.0 0.0 0.0 0.148
H -2.157 3.992 0.963 0.0 0.0 0.0 0.059
H -3.316 4.490 -0.287 0.0 0.0 0.0 0.085
H -3.022 5.508 1.120 0.0 0.0 0.0 0.094
H -0.088 5.285 -2.031 0.0 0.0 0.0 0.138
H -1.601 4.370 -2.133 0.0 0.0 0.0 0.139
H -1.648 2.073 -0.643 0.0 0.0 0.0 0.149
C -3.049 -4.615 -2.115 0.0 0.0 0.0 -0.031
C -3.606 -4.817 -0.697 0.0 0.0 0.0 -0.478
C -5.015 -5.411 -0.855 0.0 0.0 0.0 -0.030
C -3.797 -3.445 -0.041 0.0 0.0 -0.1 -0.021
C -2.698 -5.830 0.093 -0.1 0.0 -0.1 -0.402
O -2.734 -7.066 -0.638 0.0 -0.1 -0.1 -0.024
C -3.134 -6.196 1.534 0.0 0.0 0.0 -0.083
C -2.686 -5.433 2.792 0.0 0.0 0.0 -0.120
C -3.392 -4.145 3.137 0.0 0.1 0.0 -0.231
C -2.701 -2.939 3.177 0.0 0.0 -0.1 -0.048
C -3.333 -1.751 3.514 0.0 0.0 0.0 -0.105
C -4.679 -1.768 3.841 0.1 0.0 0.0 -0.650
Cl -5.460 -0.297 4.322 0.0 0.0 0.0 0.749
C -5.392 -2.958 3.820 0.0 0.0 0.0 -0.090
C -4.745 -4.133 3.467 0.0 0.0 0.0 -0.025
C -1.171 -5.605 -0.057 0.0 -0.1 0.0 -0.009
N -0.535 -4.395 0.473 0.2 -0.2 0.2 -0.041
C -0.463 -3.199 -0.069 -0.3 0.2 -0.1 -0.104
N 0.256 -2.400 0.719 0.1 0.4 0.2 -0.075
C 0.655 -3.219 1.732 -0.1 -0.2 -0.1 -0.206
N 0.204 -4.434 1.606 -0.1 -0.1 0.0 0.153
H -3.802 -4.118 -2.731 0.0 0.0 0.0 0.092
H -2.797 -5.565 -2.586 0.0 0.0 0.0 0.098
H -2.166 -3.973 -2.138 0.0 0.0 0.0 0.064
H -5.630 -4.707 -1.418 0.0 0.0 0.0 0.096
H -5.513 -5.572 0.102 0.0 0.0 0.0 0.085
H -5.013 -6.345 -1.418 0.0 0.0 0.0 0.095
H -4.297 -2.793 -0.765 0.0 -0.1 0.1 0.084
H -2.870 -2.948 0.254 -0.1 0.0 0.0 0.066
H -4.429 -3.501 0.843 0.0 0.0 0.1 0.075
H -3.567 -7.516 -0.461 0.0 0.0 0.0 0.107
H -2.743 -7.208 1.665 0.0 0.0 0.0 0.131
H -4.221 -6.300 1.540 0.0 0.0 0.0 0.112
H -1.611 -5.266 2.773 0.0 0.0 0.0 0.086
H -2.847 -6.127 3.621 0.0 0.0 0.0 0.131
H -1.642 -2.932 2.941 0.0 0.0 0.0 0.081
H -2.791 -0.812 3.549 0.0 0.0 0.0 0.085
H -6.437 -2.964 4.099 0.0 0.0 0.0 0.114
H -5.306 -5.060 3.469 0.0 0.0 0.0 0.128
H -0.942 -5.651 -1.119 0.0 0.0 0.0 0.137
H -0.656 -6.433 0.423 0.0 0.0 0.0 0.150
H -0.925 -2.912 -0.995 0.0 0.0 0.0 0.122
H 1.274 -2.919 2.555 0.0 0.0 0.0 0.094
C -9.050 0.026 2.123 0.0 0.0 0.0 -0.032
C -7.786 0.797 1.867 0.0 0.0 0.0 -0.239
C -7.672 2.109 2.307 0.0 0.0 0.0 -0.036
C -6.501 2.828 2.121 0.0 0.0 0.0 -0.068
C -5.441 2.238 1.459 0.0 0.0 0.0 -0.032
C -5.544 0.925 1.009 -0.1 0.1 -0.1 -0.225
N -4.394 0.371 0.366 0.0 -0.2 -0.1 0.123
C -4.304 0.005 -0.942 0.0 0.2 0.1 -0.183
C -5.431 0.076 -1.789 0.0 0.0 0.0 -0.001
C -5.354 -0.309 -3.104 0.1 0.0 0.0 -0.036
C -4.154 -0.773 -3.670 -0.1 0.0 0.0 -0.068
C -3.037 -0.811 -2.883 0.0 0.0 0.0 -0.025
C -3.079 -0.430 -1.523 0.0 0.1 0.0 -0.110
C -1.832 -0.449 -0.803 0.2 0.0 0.0 -0.589
O -0.724 -0.794 -1.360 0.1 0.3 -0.1 -0.151
O -1.718 -0.073 0.433 0.2 -0.5 -0.1 -0.173
C -6.703 0.179 1.224 0.0 0.0 0.0 -0.205
C -6.796 -1.272 0.844 0.0 0.0 0.0 -0.025
H -9.825 0.674 2.526 0.0 0.0 0.0 0.084
H -8.877 -0.777 2.845 0.0 0.0 0.0 0.086
H -9.432 -0.437 1.212 0.0 0.0 0.0 0.089
H -8.512 2.571 2.810 0.0 0.0 0.0 0.118
H -6.425 3.848 2.474 0.0 0.0 0.0 0.108
H -4.527 2.789 1.272 0.0 0.0 0.0 0.090
H -3.546 0.328 0.903 0.1 0.0 0.1 0.105
H -6.362 0.445 -1.385 0.0 0.0 0.0 0.119
H -6.243 -0.243 -3.718 0.0 0.0 0.0 0.119
H -4.111 -1.065 -4.708 0.0 0.0 0.0 0.111
H -2.087 -1.127 -3.293 0.0 0.0 0.0 0.122
H -5.821 -1.683 0.591 0.0 0.0 0.0 0.051
H -7.461 -1.425 -0.010 0.0 0.0 0.0 0.097
H -7.202 -1.854 1.673 0.0 0.0 0.0 0.078
```
Forces are in eV/Å.


Record 3
Formula: C6H16FeN2O7P2S
Source: the OMol25 dataset
Level of theory: the ωB97M-V functional and the def2-TZVPD basis

Output
<S²>: 8.7590
multiplicity: 6
frontier orbital gap (spin up / spin down): 11.043 / 8.623 eV
M: 378.06 g mol⁻¹
LUMO energy (spin up / spin down): -2.50 / -5.12 eV
net charge: +1

XYZ file:
```
35
Properties=species:S:1:pos:R:3:forces:R:3:lowdin_charge:R:1
Fe -0.520 -0.533 -0.208 0.3 0.4 -0.5 0.910
C 0.667 1.834 -1.670 0.0 0.0 0.0 -0.141
C 1.905 1.112 -1.160 0.0 0.0 0.0 -0.149
N 1.540 -0.261 -0.759 0.0 -0.2 0.0 -0.130
C 2.326 -0.815 0.363 0.0 0.0 0.0 -0.219
C 2.081 -0.060 1.669 0.0 0.0 0.0 -0.378
S 0.340 0.415 1.952 -0.1 0.0 0.0 1.002
C 0.327 2.192 1.537 0.0 0.0 0.0 -0.385
C -0.624 2.505 0.388 0.0 0.0 0.0 -0.220
N -0.475 1.606 -0.767 0.0 0.0 0.0 -0.139
H 0.873 2.900 -1.799 0.0 0.0 0.0 0.136
H 0.387 1.433 -2.646 0.0 0.0 0.0 0.140
H 2.681 1.102 -1.926 0.0 0.0 0.0 0.141
H 2.321 1.623 -0.297 0.0 0.0 0.0 0.104
H 1.615 -0.899 -1.548 0.0 0.0 0.0 0.134
H 2.019 -1.854 0.477 0.0 0.0 0.0 0.120
H 3.396 -0.799 0.140 0.0 0.0 0.0 0.139
H 2.366 -0.694 2.506 0.0 0.0 0.0 0.094
H 2.671 0.852 1.746 0.0 0.0 0.0 0.082
H -0.002 2.725 2.427 0.0 0.0 0.0 0.092
H 1.348 2.506 1.333 0.0 0.0 0.0 0.076
H -1.653 2.396 0.736 0.0 0.0 0.0 0.134
H -0.486 3.549 0.091 0.0 0.0 0.0 0.135
H -1.337 1.632 -1.303 0.0 0.0 0.0 0.120
O -3.039 -0.737 1.078 -0.1 -0.1 -0.1 -0.135
P -3.306 -1.215 -0.442 -0.1 -0.1 0.2 0.273
O -4.689 -1.267 -0.861 0.0 0.0 -0.1 -0.200
O -2.237 -0.344 -1.144 0.1 -0.1 0.6 -0.342
O -2.639 -2.735 -0.466 0.1 -0.1 0.0 -0.223
P -1.063 -2.963 -0.350 -0.3 0.0 -0.1 0.224
O -0.856 -4.500 -0.434 0.1 0.0 0.1 -0.023
O -0.322 -2.229 -1.451 0.0 0.0 0.0 -0.273
O -0.597 -2.257 0.929 -0.1 0.2 -0.1 -0.329
H -3.598 -1.161 1.742 -0.1 0.0 0.0 0.106
H -1.420 -5.060 0.118 0.0 0.0 -0.1 0.122
```
Forces are in eV/Å.


no.,E_tot (Ha)
1,-1000.06774
2,-3700.76249
3,-3219.11385